1.
Computed, not measured: C28H56CeP2Si as an isolated structure, with wB97M-V/def2-TZVPD.

Computed properties:
orbital gap (spin up / spin down): 4.98 / 5.08 eV
expectation value of S²: 0.86
LUMO energy (spin up / spin down): -3.45 / -3.45 eV
HOMO energy (spin up / spin down): -0.3101 / -0.3133 Ha
multiplicity: 2
net charge: +1
E: -69316.8815 eV

Each line ends with the Löwdin charge.
Cartesian coordinates (Å):
Ce (1.1482, -1.9206, -1.2524)  1.1712
C (2.5124, -1.0051, 1.5500)  -0.2645
C (3.2283, -1.2669, 0.3349)  -0.3780
C (2.6575, 0.9619, 0.3575)  -0.2365
C (2.2328, 0.3808, 1.5829)  -0.2248
C (3.2860, -0.0386, -0.4196)  -0.3107
C (2.2382, -1.9834, 2.6276)  -0.0549
H (2.0364, -2.9928, 2.2337)  0.0735
H (1.3716, -1.6886, 3.2382)  0.0511
H (3.0939, -2.0775, 3.3196)  0.0974
C (1.6037, 1.1127, 2.7029)  -0.0540
H (1.6442, 0.5444, 3.6391)  0.0809
H (0.5462, 1.3161, 2.4715)  0.0241
H (2.1005, 2.0756, 2.8753)  0.0800
C (2.5069, 2.3789, -0.0408)  -0.0406
H (3.4863, 2.8302, -0.2719)  0.0942
H (2.0484, 2.9811, 0.7549)  0.0484
H (1.8811, 2.4797, -0.9449)  0.0582
C (3.9576, 0.1461, -1.7349)  -0.0361
H (5.0505, 0.0513, -1.6318)  0.0995
H (3.7526, 1.1516, -2.1266)  0.0823
H (3.6453, -0.5934, -2.4952)  0.0715
C (3.7906, -2.5791, -0.0656)  -0.0624
H (4.6662, -2.7859, 0.5723)  0.1130
H (4.1262, -2.6005, -1.1135)  0.0826
H (3.0830, -3.4181, 0.0909)  0.0800
C (-0.7300, -3.2328, -1.0712)  -0.3677
C (0.3278, -4.0427, -0.6385)  -0.2991
C (0.6881, -5.3220, -1.3673)  -0.1626
C (1.6785, -5.0481, -2.5283)  -0.1678
C (1.9978, -3.5569, -2.7523)  -0.2858
C (1.0196, -2.7521, -3.3844)  -0.3368
C (-0.3872, -3.2989, -3.6406)  -0.1639
C (-1.3683, -3.3740, -2.4367)  -0.1738
H (-0.1964, -5.8576, -1.7470)  0.1150
H (1.2732, -5.5174, -3.4522)  0.1123
H (1.1517, -6.0224, -0.6496)  0.1143
H (-1.9362, -4.3136, -2.5363)  0.1175
H (-1.2777, -2.6019, -0.3546)  0.0566
H (0.7078, -3.9604, 0.3975)  0.1051
H (-2.1269, -2.5806, -2.5104)  0.1033
H (-0.8587, -2.6611, -4.3963)  0.1107
H (1.3613, -1.8627, -3.9607)  0.1195
H (-0.3232, -4.2969, -4.1009)  0.1116
H (2.6043, -5.5946, -2.3067)  0.1090
H (3.0640, -3.3702, -2.9291)  0.1121
P (-2.0323, 0.0115, 2.1914)  0.9288
C (-1.7449, 0.3174, 3.9531)  -0.1927
H (-2.4837, -0.2510, 4.5359)  0.0727
H (-1.7823, 1.3653, 4.2692)  0.0181
H (-0.7301, -0.0537, 4.1961)  0.0600
C (-3.8114, -0.1141, 1.8103)  -0.1950
H (-4.3559, -0.5943, 2.6362)  0.0693
H (-3.8888, -0.7557, 0.9102)  0.0696
H (-4.2908, 0.8398, 1.5707)  0.0571
C (-1.6492, -1.8191, 2.1662)  -0.1502
H (-1.7846, -2.2819, 1.1753)  0.0175
H (-2.3347, -2.3752, 2.8630)  0.1008
H (-0.6197, -2.0746, 2.4652)  0.0442
P (-1.3852, 2.3112, -2.0943)  0.8104
C (-0.0690, 2.2062, -3.3884)  -0.3000
H (-0.3809, 2.7120, -4.3155)  0.0525
H (0.1700, 1.1531, -3.5985)  0.0267
H (0.8290, 2.6859, -2.9734)  0.0199
C (-2.6511, 1.2814, -2.9271)  -0.3118
H (-2.2136, 0.3032, -3.1624)  0.0235
H (-3.0233, 1.7791, -3.8312)  0.0447
H (-3.4769, 1.1234, -2.2235)  0.0277
C (-2.1056, 3.9703, -2.5496)  -0.2999
H (-2.6330, 3.9365, -3.5153)  0.0429
H (-1.3208, 4.7436, -2.5854)  0.0471
H (-2.8108, 4.2763, -1.7599)  0.0118
C (-2.3895, 3.6553, 3.8564)  -0.1970
Si (-1.6335, 3.4687, 2.1344)  0.5111
C (-2.5132, 4.7893, 1.1019)  -0.1812
C (0.0789, 4.2738, 2.2444)  -0.1743
C (-1.6644, 1.6805, 1.3856)  -0.3557
H (-2.6374, 4.7210, 4.0041)  0.0474
H (-1.6819, 3.3715, 4.6478)  0.0350
H (-3.3185, 3.0781, 3.9574)  0.0339
H (-2.5396, 5.7251, 1.6870)  0.0509
H (-1.9805, 5.0097, 0.1665)  0.0165
H (-3.5513, 4.5238, 0.8624)  0.0359
H (0.8096, 3.6793, 2.8043)  0.0082
H (0.4847, 4.4957, 1.2471)  0.0337
H (-0.0284, 5.2382, 2.7679)  0.0521
H (-2.4849, 1.8046, 0.6390)  0.0086
H (-0.7344, 1.5958, 0.7870)  0.0042

***

2.
Computed, not measured: C45H44N3O9P2SeSiTaTe as an isolated structure, with wB97M-V/def2-TZVPD.

Computed properties:
orbital gap: 6.60 eV
LUMO energy: -1.39 eV
HOMO energy: -0.2937 Ha
relative energy (zero: lowest compared OMol25 entry of this formula, charge and spin): 126.05 kJ/mol
E: -170921.8174 eV

Each line ends with the Löwdin charge.
Cartesian coordinates (Å):
Ta (-21.7006, -9.6285, 4.4486)  1.3812
Te (-18.2847, -8.9047, 6.5999)  1.3527
C (-16.5442, -9.2917, 5.3326)  -0.4976
C (-16.1476, -10.5741, 5.0168)  -0.1463
C (-15.1139, -10.8177, 4.1293)  -0.1431
N (-14.3264, -9.8677, 3.6177)  0.0594
C (-14.6467, -8.6299, 3.9497)  -0.1681
C (-15.7730, -8.2740, 4.7449)  -0.1142
C (-19.5507, -8.7984, 4.8595)  -0.9695
P (-20.7190, -7.4103, 4.7425)  0.8885
C (-20.2368, -6.2133, 3.4928)  -0.3875
C (-21.1690, -5.2423, 3.2823)  -0.1152
C (-20.9417, -4.1034, 2.4925)  -0.0486
C (-19.7169, -3.9721, 1.8478)  -0.0492
C (-18.7138, -4.9410, 2.1145)  -0.0419
C (-18.9724, -6.0276, 2.9638)  -0.0749
C (-20.5419, -6.5566, 6.2951)  -0.4034
C (-19.8566, -5.3259, 6.3122)  -0.0713
C (-19.4021, -4.8311, 7.5033)  -0.0690
C (-19.6149, -5.5467, 8.6768)  -0.0666
C (-20.3813, -6.6993, 8.6766)  -0.0734
C (-20.8029, -7.2073, 7.4622)  -0.1924
P (-19.4065, -9.7566, 3.3659)  0.9248
C (-18.5758, -9.0174, 1.8912)  -0.3460
C (-17.1833, -9.0136, 1.7058)  -0.0937
C (-16.6621, -8.6514, 0.4697)  -0.0663
C (-17.4605, -8.1862, -0.5771)  -0.0729
C (-18.8350, -8.2330, -0.4320)  -0.0444
C (-19.3896, -8.7071, 0.7934)  -0.0716
C (-18.6445, -11.3918, 3.4699)  -0.3759
C (-18.1406, -11.8565, 2.2599)  -0.0964
C (-17.6737, -13.1823, 2.1944)  -0.0625
C (-17.7294, -14.0028, 3.3048)  -0.0702
C (-18.3326, -13.5177, 4.4682)  -0.0657
C (-18.8163, -12.2192, 4.5629)  -0.1439
H (-16.6828, -11.4114, 5.3987)  0.0740
H (-14.8633, -11.8423, 3.8188)  0.1183
H (-13.9998, -7.8273, 3.5919)  0.1074
H (-15.9930, -7.2195, 4.8383)  0.0905
H (-22.1236, -5.3449, 3.7943)  0.1146
H (-21.6650, -3.3477, 2.4040)  0.0932
H (-19.5547, -3.1126, 1.1958)  0.1082
H (-17.7947, -4.9122, 1.5949)  0.0902
H (-18.1352, -6.6800, 3.2280)  0.1010
H (-19.6796, -4.7843, 5.3942)  0.1027
H (-18.8296, -3.8809, 7.4956)  0.1239
H (-19.2096, -5.1623, 9.5931)  0.1040
H (-20.6049, -7.2376, 9.5653)  0.1094
H (-21.3489, -8.1415, 7.4595)  0.0828
H (-16.5042, -9.4020, 2.4686)  0.0790
H (-15.6100, -8.6700, 0.2745)  0.1012
H (-17.0303, -7.9497, -1.5562)  0.1112
H (-19.5384, -7.9522, -1.1575)  0.0903
H (-20.4484, -8.8253, 0.8772)  0.0708
H (-18.1192, -11.2138, 1.3838)  0.1035
H (-17.2786, -13.5372, 1.2845)  0.0929
H (-17.3631, -15.0332, 3.2113)  0.1122
H (-18.4502, -14.1718, 5.3510)  0.1211
H (-19.1347, -11.8700, 5.5225)  0.0710
O (-25.3560, -5.8493, 1.6573)  0.1451
C (-25.8651, -6.1941, 2.8025)  -0.5353
O (-26.8477, -5.6860, 3.2484)  0.1177
C (-25.2033, -7.2627, 3.6039)  -0.0072
C (-25.5588, -7.7139, 4.8785)  0.0517
N (-24.6941, -8.6657, 5.2176)  0.0460
N (-23.7857, -8.8709, 4.2507)  -0.0640
C (-24.0388, -7.9851, 3.3088)  -0.1710
C (-23.0644, -7.9074, 2.2131)  -0.5438
O (-23.2643, -7.2243, 1.2157)  0.0853
O (-21.9824, -8.6239, 2.4378)  -0.2730
H (-24.5750, -6.3718, 1.3280)  0.0607
H (-26.3379, -7.4419, 5.5441)  0.1429
H (-24.8859, -9.3874, 5.8886)  0.1180
C (-28.1652, -11.3564, 6.5954)  -0.0749
C (-27.2664, -11.0902, 5.3952)  -0.2408
O (-25.8644, -11.0748, 5.8968)  -0.1366
H (-29.1888, -11.4889, 6.2959)  0.0687
H (-28.1496, -10.4955, 7.2574)  0.0750
H (-27.7951, -12.2147, 7.1043)  0.0685
H (-27.4282, -10.0954, 4.9401)  0.1032
H (-27.3880, -11.7911, 4.5675)  0.1062
H (-25.3610, -11.8601, 5.6352)  0.0547
C (-21.4349, -11.9470, 1.4574)  -0.2095
Si (-22.7194, -11.4470, 2.7324)  0.5709
C (-24.2637, -10.8706, 1.8443)  -0.2138
C (-23.3538, -13.0635, 3.5261)  -0.2692
C (-24.6884, -13.4086, 3.2125)  -0.1145
C (-25.2478, -14.6589, 3.5693)  -0.0767
C (-24.4847, -15.5554, 4.3035)  -0.0961
C (-23.1621, -15.2526, 4.6100)  -0.0893
C (-22.6349, -14.0314, 4.2421)  -0.1216
H (-21.7953, -12.6422, 0.6757)  0.0412
H (-20.6400, -12.5205, 2.0512)  0.0376
H (-20.9239, -11.0992, 0.9588)  0.0146
H (-24.5841, -11.6555, 1.1620)  0.0398
H (-24.2450, -10.0080, 1.1899)  0.0316
H (-25.0329, -10.7342, 2.6479)  0.0398
H (-25.3410, -12.7316, 2.7000)  0.0576
H (-26.2585, -14.9420, 3.3344)  0.0933
H (-24.8784, -16.5327, 4.5402)  0.0968
H (-22.5519, -15.9384, 5.2188)  0.1123
H (-21.6302, -13.8608, 4.6179)  0.0919
O (-22.7615, -9.6299, 6.2613)  -0.5551
Se (-22.2886, -11.2069, 6.7642)  0.8745
O (-21.5151, -10.9425, 8.1052)  -0.4034
O (-21.0784, -11.3359, 5.5020)  -0.6110
O (-23.3953, -12.3794, 6.6760)  -0.3771

***

3.
Computed, not measured: C29H9F21GeN4O4OsS4 as an isolated structure, with wB97M-V/def2-TZVPD.

Computed properties:
orbital gap (spin up / spin down): 5.41 / 5.50 eV
LUMO energy (spin up / spin down): -8.70 / -8.61 eV
HOMO energy (spin up / spin down): -0.5187 / -0.5187 Ha
net charge: +2
relative energy (zero: lowest compared OMol25 entry of this formula, charge and spin): 0.00 kJ/mol
E: -203742.3906 eV

Each line ends with the Löwdin charge.
Cartesian coordinates (Å):
Os (0.8360, -1.8024, -0.0226)  0.9640
C (-2.9194, -4.6251, 2.2388)  0.0196
N (-2.2212, -3.4472, 2.7637)  -0.0882
C (-2.4399, -2.8782, 3.9968)  0.0252
C (-1.6109, -1.8269, 4.1093)  0.0186
N (-0.8596, -1.7539, 2.9337)  0.0488
C (-1.2770, -2.7639, 2.1157)  -0.5705
S (-0.8238, -3.1934, 0.5039)  0.7795
C (0.0829, -0.7134, 2.7026)  -0.2095
C (0.5016, 0.0453, 3.7853)  0.0432
C (1.2493, 1.1869, 3.5737)  0.0247
C (1.5489, 1.5556, 2.2742)  0.0126
C (1.1795, 0.7049, 1.2603)  -0.1028
N (0.4841, -0.4388, 1.4492)  -0.0587
H (-3.7344, -4.8557, 2.9179)  0.1101
H (-2.2306, -5.4654, 2.1877)  0.1132
H (-3.3246, -4.3983, 1.2555)  0.0978
H (-3.1734, -3.2684, 4.6801)  0.1520
H (-1.5167, -1.1129, 4.9027)  0.1337
H (0.2483, -0.2526, 4.7893)  0.1240
H (1.5819, 1.7809, 4.4139)  0.1398
H (2.0990, 2.4569, 2.0441)  0.1306
H (1.4814, 0.8897, 0.2409)  0.0823
F (4.1269, -1.1758, -3.0294)  0.1964
C (4.6550, -2.0417, -2.1920)  -0.6866
F (4.9202, -3.1804, -2.7814)  0.2160
F (5.7117, -1.5454, -1.5977)  0.2097
S (3.3568, -2.3742, -0.8874)  0.6890
O (2.8028, -1.0516, -0.4323)  -0.4409
O (2.2021, -3.0918, -1.4403)  -0.3538
N (4.1372, -3.0839, 0.2325)  -0.2517
S (3.2842, -3.5079, 1.5197)  0.7093
O (3.1531, -4.8989, 1.7114)  -0.1741
O (2.0417, -2.6840, 1.5916)  -0.4675
C (4.3084, -2.7843, 2.8851)  -0.6883
F (3.6078, -2.8838, 4.0051)  0.1734
F (4.5544, -1.5113, 2.6255)  0.1714
F (5.4238, -3.4707, 2.9684)  0.2025
F (1.5086, 1.1839, -3.4918)  0.0848
C (1.6894, 2.1231, -2.5540)  -0.2375
C (0.6921, 2.3381, -1.6137)  -0.1696
C (0.9370, 3.3166, -0.6633)  -0.2346
F (0.0348, 3.5690, 0.2967)  0.1033
C (2.1179, 4.0369, -0.6286)  -0.1349
F (2.3258, 4.9373, 0.3220)  0.1513
C (3.0954, 3.7936, -1.5862)  -0.1115
F (4.2250, 4.4653, -1.5589)  0.1823
C (2.8807, 2.8264, -2.5619)  -0.1254
F (3.8091, 2.5767, -3.4692)  0.1626
Ge (-0.9376, 1.2827, -1.7248)  0.9014
S (-0.0731, -0.8723, -1.7855)  0.4960
C (-1.7833, 1.3176, -3.4519)  -0.1575
C (-1.5169, 2.2513, -4.4405)  -0.2055
F (-0.5922, 3.1926, -4.2349)  0.1178
C (-2.1944, 2.2468, -5.6485)  -0.1262
F (-1.9261, 3.1479, -6.5759)  0.1646
C (-3.1681, 1.2802, -5.8771)  -0.1107
F (-3.8174, 1.2634, -7.0203)  0.1810
C (-3.4614, 0.3317, -4.9020)  -0.1305
F (-4.3887, -0.5865, -5.1179)  0.1577
C (-2.7639, 0.3741, -3.7107)  -0.2254
F (-3.0449, -0.5380, -2.7594)  0.0664
C (-2.2311, 1.6525, -0.3306)  -0.1291
C (-2.7503, 2.9368, -0.3490)  -0.2223
F (-2.2921, 3.7928, -1.2697)  0.1169
C (-3.6987, 3.3777, 0.5578)  -0.1239
F (-4.1589, 4.6125, 0.5121)  0.1720
C (-4.1507, 2.4952, 1.5324)  -0.1142
F (-5.0468, 2.8835, 2.4141)  0.1784
C (-3.6564, 1.1973, 1.5720)  -0.1309
F (-4.0872, 0.3403, 2.4953)  0.1308
C (-2.7169, 0.8004, 0.6402)  -0.2089
F (-2.3062, -0.4853, 0.6884)  0.0362

***

Max |F| (eV/A)
5.04 2.53 1.11